Entry 1:
{"formula": "C16H32Cl2O6S", "method": "ωB97M-V with the def2-TZVPD basis set", "charge": 0, "homo_ev": -9.23, "e_tot_ha": -2398.7808, "multiplicity": 1, "orbital_gap_ev": 9.77, "elements": ["Cl", "Cl", "S", "O", "O", "O", "O", "O", "O", "C", "C", "C", "C", "C", "C", "C", "C", "C", "C", "C", "C", "C", "C", "C", "C", "H", "H", "H", "H", "H", "H", "H", "H", "H", "H", "H", "H", "H", "H", "H", "H", "H", "H", "H", "H", "H", "H", "H", "H", "H", "H", "H", "H", "H", "H", "H", "H"], "xyz": [[0.55009, -2.42358, 3.98024], [1.40078, -0.12662, 1.60064], [4.63473, -2.72402, 3.85921], [-2.96014, 0.48173, -7.30136], [5.13820, -1.23792, 4.29340], [4.68816, -2.79028, 2.41372], [3.08991, -2.47999, 4.30690], [-0.32690, -0.96638, -2.89853], [-0.82402, 2.78700, 3.55468], [1.89791, 0.35449, 4.23531], [-1.82973, 0.85068, -5.25715], [0.43592, -1.07516, -1.69447], [6.24444, -0.68143, 3.56062], [-1.36972, 2.20558, 2.36584], [-3.27709, 1.80447, -6.86752], [0.14545, -3.25452, -2.55632], [-0.68816, -2.26810, -3.36431], [-2.98609, 1.84291, -5.37256], [-1.87263, 3.08086, 4.47782], [0.29030, -2.51651, -1.22630], [-3.17651, 2.93556, 3.70283], [2.15912, -2.02456, 3.33356], [-2.81201, 1.84555, 2.69627], [-2.23796, -0.20390, -6.27675], [2.31840, -0.53499, 3.08580], [-3.41545, 3.86535, 3.18255], [-1.82870, 2.36928, 5.31003], [6.04252, -0.68825, 2.49105], [-1.32081, 2.93823, 1.55287], [-2.64955, 2.52038, -7.40996], [-0.49737, -2.32100, -4.43740], [-4.01774, 2.67697, 4.34441], [2.24940, -2.58880, 2.40939], [-1.71785, 4.08474, 4.87561], [0.05746, -0.34965, -0.97380], [-2.89137, -0.95849, -5.82352], [6.34420, 0.33966, 3.91434], [-1.75948, -2.42500, -3.19603], [-1.38814, -0.71462, -6.73240], [0.81633, 0.46223, 4.27663], [-0.89407, 1.32651, -5.55910], [3.36130, -0.35078, 2.83843], [-4.32075, 2.01006, -7.10992], [-0.75712, 1.34573, 2.10091], [2.32508, 1.34702, 4.10494], [2.26065, -0.06475, 5.17482], [-0.33069, -4.22985, -2.46695], [1.12440, -3.39233, -3.01989], [-3.84967, 1.48286, -4.80882], [1.13918, -2.84811, -0.63028], [7.16251, -1.23037, 3.77127], [-2.74096, 2.84344, -5.01848], [-1.69128, 0.44059, -4.25955], [-2.85900, 0.86253, 3.17004], [1.48162, -0.83321, -1.91156], [-3.45213, 1.83097, 1.81530], [-0.61497, -2.63223, -0.62653]], "atomic_forces_ev_per_a": [[0.032, -0.003, -0.015], [0.090, -0.045, -0.106], [0.019, -0.131, 0.115], [-0.008, -0.003, -0.018], [-0.070, 0.142, -0.076], [-0.030, 0.040, -0.032], [0.111, -0.086, 0.028], [-0.003, -0.029, 0.027], [0.019, -0.004, 0.012], [0.024, 0.096, 0.020], [-0.033, 0.045, -0.026], [0.030, 0.006, 0.010], [0.047, -0.052, -0.003], [-0.005, 0.004, 0.054], [0.013, 0.007, 0.011], [0.017, 0.007, 0.000], [-0.004, -0.007, 0.001], [-0.012, -0.027, -0.001], [-0.016, -0.003, -0.001], [-0.020, -0.006, 0.001], [0.005, 0.007, -0.010], [-0.289, -0.053, -0.027], [0.004, -0.009, 0.017], [0.002, -0.008, 0.026], [-0.042, 0.230, 0.027], [0.006, 0.002, 0.000], [-0.007, 0.002, 0.002], [-0.002, -0.023, 0.016], [-0.001, 0.000, 0.002], [0.000, 0.004, 0.006], [-0.004, 0.007, -0.002], [0.000, -0.010, -0.003], [0.209, 0.024, 0.012], [0.005, 0.000, 0.000], [-0.019, 0.012, -0.024], [0.006, -0.002, 0.006], [-0.012, 0.016, 0.023], [0.001, -0.009, 0.002], [-0.001, -0.001, -0.004], [-0.005, -0.061, 0.049], [0.001, -0.003, -0.007], [-0.018, -0.145, -0.065], [0.000, -0.003, -0.006], [-0.064, 0.025, -0.045], [-0.026, 0.019, 0.005], [0.016, 0.009, -0.003], [-0.005, 0.003, 0.009], [0.000, 0.003, -0.002], [-0.001, 0.000, -0.002], [0.005, -0.003, -0.008], [0.006, -0.017, -0.012], [0.010, -0.001, -0.003], [0.012, 0.019, -0.006], [0.007, -0.001, -0.001], [0.005, -0.001, 0.023], [-0.006, 0.010, 0.002], [0.000, 0.005, 0.001]]}

***

Entry 2:
{"formula": "C5H10N3O2", "method": "ωB97M-V with the def2-TZVPD basis set", "charge": 1, "homo_ev": -12.76, "e_tot_ha": -510.8986, "multiplicity": 1, "e_above_lowest_ev": 3.900, "orbital_gap_ev": 9.04, "elements": ["O", "O", "N", "N", "N", "C", "C", "C", "C", "C", "H", "H", "H", "H", "H", "H", "H", "H", "H", "H"], "xyz": [[2.78817, 0.62677, -2.05132], [-2.48612, -1.08830, -0.27835], [0.72073, 0.24604, -1.20493], [-1.27902, 1.01324, 0.00318], [2.45510, 1.24422, 0.14493], [0.70915, -0.15122, 1.14412], [-0.11466, 0.14272, -0.05729], [1.94233, 0.78467, 1.19376], [-1.27959, -1.65474, -0.10300], [2.07837, 0.74969, -1.10220], [-1.34205, 1.93390, -0.57789], [-1.48013, 1.09200, 1.02039], [-0.57164, -2.03680, -0.96591], [0.24398, 0.00775, 2.16967], [-3.04514, -1.42965, -1.09622], [2.51314, 1.02870, 2.16103], [0.32178, 0.34149, -2.07658], [-1.12828, -2.07855, 0.94730], [-2.09567, 0.47371, -0.25578], [1.04955, -1.24566, 0.98509]], "atomic_forces_ev_per_a": [[0.162, 0.524, 0.263], [-3.179, -1.686, -2.966], [0.546, 0.683, 3.261], [0.243, 2.891, 0.801], [1.207, 0.532, -0.426], [1.455, 0.028, 1.812], [-0.566, -3.533, -1.425], [0.424, -0.757, 1.013], [4.630, 1.863, 0.073], [-1.394, -1.055, -0.648], [0.695, -1.630, 1.657], [0.108, 1.048, -0.626], [-2.237, 0.238, 1.587], [-0.037, -0.701, -1.407], [1.759, 0.795, 2.341], [-1.424, -0.240, -1.159], [-0.839, -0.075, -2.297], [-0.208, 0.436, -1.697], [-0.991, -1.060, -0.885], [-0.355, 1.700, 0.726]]}

***

Entry 3:
{"formula": "C2H6N2OS", "method": "ωB97M-V with the def2-TZVPD basis set", "charge": 0, "homo_ev": -9.30, "e_tot_ha": -662.6826, "multiplicity": 1, "e_above_lowest_ev": 2.294, "orbital_gap_ev": 9.92, "smiles": "CNC(=O)NS", "elements": ["S", "O", "N", "N", "C", "C", "H", "H", "H", "H", "H", "H"], "xyz": [[-0.00896, 1.69402, -0.73941], [1.45654, -1.73520, 0.46078], [-0.56348, -0.76933, 1.02017], [0.68803, 0.16803, -0.73382], [-1.80302, -0.51093, 0.31212], [0.55415, -0.93713, 0.38569], [1.73026, 0.15632, -0.81160], [-2.18406, 0.51250, 0.61798], [0.43344, 2.25398, 0.53283], [-2.41944, -1.46113, 0.41772], [-1.50570, -0.49105, -0.80030], [-0.94211, -1.29593, 1.99636]], "atomic_forces_ev_per_a": [[0.806, 0.938, 1.899], [-0.430, 0.594, 0.519], [-4.470, -1.860, 5.715], [1.981, -2.261, 1.545], [0.061, 0.146, -2.243], [2.246, 1.252, -3.005], [-1.250, 0.273, -0.468], [-0.306, -1.673, -0.437], [-0.583, -0.752, -1.718], [0.091, 1.713, 0.108], [-0.950, 0.209, 1.627], [2.803, 1.423, -3.541]]}